C41H77CrN8O3 | ωB97M-V/def2-TZVPD

XYZ file:
```
130
Properties=species:S:1:pos:R:3
Cr 0.357 -3.659 -2.060
C 1.196 0.203 -0.868
C 0.101 -0.808 -0.547
C -1.268 -0.373 -1.078
O 0.434 -2.071 -0.989
H 1.424 0.230 -1.937
H 2.139 -0.059 -0.387
H 0.882 1.207 -0.567
H -0.004 -0.762 0.556
H -1.539 0.652 -0.819
H -2.005 -1.116 -0.778
H -1.213 -0.391 -2.174
C -2.757 -4.408 0.520
C -2.461 -4.615 -0.960
C -3.333 -3.642 -1.761
O -1.103 -4.531 -1.202
H -2.249 -5.100 1.197
H -3.821 -4.440 0.758
H -2.328 -3.437 0.800
H -2.822 -5.607 -1.275
H -3.253 -3.825 -2.834
H -2.993 -2.610 -1.625
H -4.366 -3.740 -1.430
C 2.547 -1.365 -4.314
C 2.979 -2.565 -3.467
C 3.861 -2.100 -2.310
O 1.947 -3.418 -3.118
H 1.993 -0.646 -3.708
H 1.976 -1.719 -5.174
H 3.435 -0.882 -4.727
H 3.636 -3.143 -4.141
H 4.734 -1.547 -2.661
H 4.209 -2.919 -1.679
H 3.254 -1.416 -1.708
C 1.673 -3.240 2.614
C 0.170 -3.454 2.504
C -0.422 -4.433 3.504
C -0.002 -5.818 3.311
N 0.332 -6.907 3.140
H 2.076 -2.704 1.754
H 2.249 -4.164 2.665
H 1.831 -2.585 3.474
H -0.076 -3.670 1.463
H -0.317 -2.481 2.636
H -1.510 -4.363 3.444
H -0.157 -4.155 4.527
C -3.049 2.921 1.088
C -4.298 2.613 0.279
C -5.618 2.778 1.038
C -5.771 4.137 1.556
N -5.884 5.193 1.972
H -3.110 2.490 2.094
H -3.009 3.986 1.337
H -2.141 2.595 0.587
H -4.242 1.571 -0.052
H -4.352 3.207 -0.633
H -5.727 2.034 1.827
H -6.447 2.617 0.345
C 3.905 3.320 -0.767
C 3.359 3.597 0.632
C 3.265 5.089 0.927
C 4.551 5.774 1.100
N 5.558 6.299 1.235
H 4.856 3.850 -0.862
H 3.248 3.678 -1.558
H 4.061 2.245 -0.853
H 3.982 3.148 1.406
H 2.374 3.135 0.740
H 2.792 5.235 1.905
H 2.692 5.650 0.186
C 4.182 -0.577 1.670
C 5.177 -0.102 0.629
C 6.502 -0.868 0.721
C 7.159 -0.786 2.023
N 7.669 -0.720 3.047
H 4.551 -0.349 2.669
H 3.959 -1.637 1.528
H 3.208 -0.095 1.548
H 5.399 0.947 0.854
H 4.832 -0.147 -0.402
H 7.182 -0.514 -0.056
H 6.339 -1.931 0.518
C -3.178 -0.132 3.653
C -3.237 -0.946 2.366
C -4.508 -1.780 2.285
C -5.730 -0.972 2.412
N -6.678 -0.322 2.467
H -2.247 0.412 3.807
H -3.344 -0.776 4.520
H -3.962 0.629 3.674
H -2.378 -1.617 2.304
H -3.162 -0.295 1.491
H -4.585 -2.522 3.084
H -4.617 -2.302 1.334
C -1.628 0.301 -5.898
C -2.753 -0.236 -5.032
C -2.777 -1.769 -4.952
C -1.649 -2.313 -4.209
N -0.769 -2.708 -3.600
H -1.668 1.388 -5.981
H -1.767 -0.074 -6.916
H -0.631 0.017 -5.557
H -3.721 0.119 -5.395
H -2.777 0.185 -4.023
H -2.775 -2.181 -5.963
H -3.694 -2.102 -4.463
C -0.344 5.176 -2.681
C 0.283 3.807 -2.505
C -0.401 2.657 -3.242
C -1.856 2.665 -3.143
N -2.996 2.698 -3.052
H 0.298 5.944 -2.247
H -1.321 5.252 -2.207
H -0.402 5.435 -3.741
H 0.403 3.611 -1.433
H 1.327 3.802 -2.828
H 0.013 1.682 -2.994
H -0.168 2.778 -4.307
C 0.664 0.298 3.722
C 0.555 1.014 5.058
C 1.117 2.448 5.029
C 2.461 2.472 4.454
N 3.505 2.505 3.985
H 0.382 -0.750 3.787
H 1.695 0.318 3.361
H 0.083 0.842 2.971
H 1.167 0.509 5.811
H -0.455 1.039 5.468
H 1.149 2.882 6.029
H 0.485 3.130 4.452
```

Computed properties:
Electronic energy   -3316.59259 Ha
Gap between HOMO and LUMO (alpha / beta)   0.294 / 0.335 hartree
Multiplicity   4
Molar mass   782.1 g mol⁻¹
Max |F|   3.5 eV/Å
Energy above the lowest of the compared OMol25 structures with the same formula, charge and spin   0.0 kJ/mol

Mulliken atomic charge list, values in e, 2 entries:
1 Cr 1.133
2 C 0.808